Entry from the OMol25 dataset: C4H3ClN2O in the gas phase (wB97M-V/def2-TZVPD).

XYZ file:
```
11
Properties=species:S:1:pos:R:3:nbo_charge:R:1
H 0.657 -0.955 -0.616 0.22
C -2.230 -0.494 -0.536 -0.10
N -2.557 -1.538 1.790 -0.38
Cl -2.411 -0.661 -2.129 0.18
N -1.346 -1.045 1.588 -0.14
C 0.287 -0.176 0.090 -0.63
C -3.478 -1.573 0.989 0.81
H 0.722 -0.275 1.157 0.26
O -4.343 -1.955 0.323 -0.46
H 0.312 0.750 -0.350 0.22
C -1.127 -0.707 0.321 0.02
```

Output
Kohn-Sham gap (alpha / beta): 7.0 / 7.1 eV
HOMO energy (alpha / beta): -8.77 / -8.98 eV
Energy relative to the best compared isomer or geometry (same formula, charge and spin): 126.3 kcal/mol
Net charge: 0
E: -798.9758 Ha